1) The following is a quantum chemistry calculation of a single C6H14O molecule, from the Open Molecules 2025 dataset.

Spin multiplicity = 1
SMILES = CC(C)C[C@@H](C)O
E_HOMO = -9.854 eV
Molar mass = 102.2 g mol⁻¹

Each line ends with the Löwdin charge.
CARTESIAN COORDINATES (ANGSTROEM)
C (-1.41164, -1.26886, -0.73759)  -0.10
C (-1.16704, -0.50383, 0.54185)  -0.35
C (-2.18403, 0.87358, 0.50165)  -0.07
C (0.29068, -0.04028, 0.77335)  -0.14
C (1.30912, 0.06155, -0.36488)  -0.45
C (2.58003, 0.77589, 0.09995)  -0.06
O (1.65388, -1.20946, -0.92552)  -0.05
H (-2.48785, -1.41554, -0.83451)  0.07
H (-0.88930, -2.22965, -0.77019)  0.08
H (-1.05449, -0.68309, -1.59286)  0.08
H (-1.48074, -1.04987, 1.43580)  0.12
H (-3.20101, 0.51647, 0.67009)  0.05
H (-2.18571, 1.41157, -0.46977)  0.07
H (-2.03763, 1.69019, 1.25410)  0.07
H (0.74968, -0.31188, 1.73742)  0.13
H (-0.28977, 0.88069, 0.85169)  0.07
H (0.83330, 0.67281, -1.14617)  0.14
H (3.09607, 0.18415, 0.86536)  0.08
H (2.34806, 1.76083, 0.51751)  0.08
H (3.27807, 0.92061, -0.73605)  0.08
H (2.25032, -1.03588, -1.67122)  0.09

2) The following is a quantum chemistry calculation of 2 unconnected molecules or ions with the total composition C6H14O, from the Open Molecules 2025 dataset.

Spin multiplicity = 1
SMILES = C/C=C\[C@@H](C)O.C
E_HOMO = -9.436 eV
Molar mass = 102.2 g mol⁻¹

Each line ends with the Löwdin charge.
CARTESIAN COORDINATES (ANGSTROEM)
C (-1.41215, 1.51696, -0.44426)  -0.10
C (-0.23607, 1.40229, 0.49635)  -0.17
C (0.11821, 0.29173, 1.14157)  -0.10
C (-0.61262, -1.02133, 1.03628)  -0.46
C (0.34774, -2.19294, 0.87494)  -0.05
O (-1.38550, -1.15636, 2.22333)  -0.03
H (-1.61831, 2.55971, -0.70233)  0.07
H (-2.31326, 1.09949, 0.01322)  0.08
H (-1.23088, 0.98028, -1.38486)  0.07
H (0.38955, 2.28770, 0.61056)  0.10
H (0.98899, 0.30207, 1.80024)  0.12
H (-1.27284, -0.99914, 0.15535)  0.13
H (1.06152, -2.20503, 1.70514)  0.08
H (0.89598, -2.11841, -0.06976)  0.08
H (-0.20386, -3.14321, 0.86888)  0.08
H (-1.77159, -2.04066, 2.20058)  0.09
C (1.65110, 0.88685, -2.10528)  -0.04
H (1.43036, 1.92068, -2.38822)  0.03
H (1.13407, 0.20978, -2.78875)  0.02
H (2.72798, 0.72120, -2.15138)  0.02
H (1.31159, 0.69835, -1.09161)  -0.02

3) The following is a quantum chemistry calculation of 2 unconnected molecules or ions with the total composition C6H14O, from the Open Molecules 2025 dataset.

Spin multiplicity = 1
SMILES = C=CCCCC.O
E_HOMO = -9.410 eV
Molar mass = 102.2 g mol⁻¹

Each line ends with the Löwdin charge.
CARTESIAN COORDINATES (ANGSTROEM)
C (-1.66447, 0.99132, -1.82405)  -0.01
C (-1.48199, 0.12089, -0.83305)  -0.18
C (-0.73197, 0.45249, 0.44713)  -0.22
C (0.23834, -0.62600, 0.92669)  -0.24
C (0.15758, -1.01240, 2.40267)  -0.27
C (0.45920, 0.16921, 3.34595)  -0.11
H (-1.45321, 2.05080, -1.75050)  0.06
H (-1.94457, 0.60713, -2.79877)  0.05
H (-1.24309, -0.88977, -1.17980)  0.09
H (-0.13879, 1.34036, 0.19585)  0.11
H (-1.35095, 0.81101, 1.27111)  0.11
H (0.07851, -1.53695, 0.34937)  0.10
H (1.28124, -0.36796, 0.74094)  0.11
H (0.88975, -1.80683, 2.57186)  0.10
H (-0.82106, -1.42604, 2.65254)  0.10
H (0.91724, -0.17825, 4.27033)  0.06
H (-0.42240, 0.77701, 3.55227)  0.06
H (1.12652, 0.85631, 2.81493)  0.07
O (1.73121, 0.13218, -5.57812)  -0.07
H (2.08654, 0.04901, -6.47270)  0.03
H (2.28640, -0.51352, -5.10466)  0.04

4) The following is a quantum chemistry calculation of a single C6H14O molecule, from the Open Molecules 2025 dataset.

Spin multiplicity = 1
SMILES = CCCCCOC
E_HOMO = -9.830 eV
Molar mass = 102.2 g mol⁻¹

Each line ends with the Löwdin charge.
CARTESIAN COORDINATES (ANGSTROEM)
C (1.28977, 2.93222, 1.16140)  -0.12
C (0.02597, 2.08740, 0.93871)  -0.27
C (0.21149, 1.05933, -0.17834)  -0.23
C (-0.90067, -0.00241, -0.28824)  -0.18
C (-0.26331, -1.35557, -0.55678)  -0.28
O (-1.23761, -2.35487, -0.70886)  -0.18
C (-0.64619, -3.60982, -0.91934)  -0.13
H (1.29340, 3.84005, 0.55166)  0.07
H (2.18423, 2.35827, 0.88354)  0.07
H (1.38714, 3.24510, 2.20672)  0.07
H (-0.22438, 1.54886, 1.86209)  0.10
H (-0.83159, 2.73410, 0.71913)  0.11
H (0.34041, 1.56997, -1.14199)  0.12
H (1.17204, 0.55633, 0.02175)  0.10
H (-1.61801, 0.22782, -1.08665)  0.12
H (-1.48003, -0.06503, 0.64259)  0.12
H (0.37020, -1.30001, -1.46097)  0.13
H (0.40740, -1.60852, 0.28472)  0.13
H (-0.02630, -3.61653, -1.83083)  0.09
H (-1.44772, -4.34347, -1.02940)  0.09
H (-0.00623, -3.90324, -0.07090)  0.09

Ranked by calculated energy, most stable first: 4), 2), 3), 1).